(1)
The following is a quantum chemistry calculation of a cluster of 3 separate species, C16H39BrIO6P2 in total, from OMol25.

```
65
Properties=species:S:1:pos:R:3
C -3.175 -2.412 -2.125
O -1.960 -2.802 -2.733
C -1.059 -1.735 -2.808
C 0.241 -2.232 -3.414
C 1.190 -1.088 -3.760
C 1.737 -0.407 -2.498
C 2.225 1.027 -2.754
P 2.153 2.106 -1.303
C 2.757 1.192 0.130
C 4.279 1.034 0.171
C 4.700 -0.209 0.932
Br 5.091 2.608 0.968
C 3.149 3.543 -1.773
C 3.179 4.830 -0.915
C 2.388 4.850 0.383
I 2.570 6.487 -2.149
P 0.016 2.599 -0.893
O -0.165 2.594 0.548
O -0.248 3.979 -1.614
O -0.801 1.471 -1.645
H -3.766 -1.763 -2.783
H -3.738 -3.319 -1.916
H -2.970 -1.880 -1.188
H -1.475 -0.910 -3.418
H -0.897 -1.341 -1.793
H 0.735 -2.909 -2.711
H 0.007 -2.820 -4.303
H 0.669 -0.355 -4.389
H 2.023 -1.470 -4.356
H 0.973 -0.423 -1.717
H 2.574 -0.998 -2.115
H 1.645 1.507 -3.551
H 3.262 1.037 -3.106
H 2.299 0.199 0.065
H 2.355 1.666 1.028
H 4.696 0.997 -0.838
H 4.522 -0.086 2.001
H 5.763 -0.397 0.791
H 4.135 -1.077 0.584
H 4.164 3.143 -1.882
H 2.806 3.754 -2.790
H 4.221 5.048 -0.707
H 2.748 5.663 1.012
H 1.325 5.016 0.223
H 2.528 3.924 0.949
H -0.086 4.068 -2.566
H -0.802 1.458 -2.616
C -3.194 -2.450 2.176
C -1.701 -2.221 2.069
O -1.358 -1.359 0.980
H -3.584 -2.871 1.249
H -3.430 -3.136 2.990
H -3.718 -1.510 2.367
H -1.181 -3.156 1.867
H -1.306 -1.816 3.006
H -1.786 -0.509 1.130
C -4.676 -2.152 5.853
C -5.823 -3.137 5.736
O -5.479 -4.266 4.940
H -4.369 -1.825 4.860
H -4.962 -1.275 6.436
H -3.816 -2.614 6.343
H -6.670 -2.676 5.230
H -6.164 -3.455 6.726
H -4.766 -4.740 5.381
```

Summary:
LUMO = -3.174 eV
total charge = +1

(2)
The following is a quantum chemistry calculation of a structure of composition C35H54AsNPSe2W, from OMol25.

```
95
Properties=species:S:1:pos:R:3
W 0.816 -0.079 0.389
C 3.075 2.045 -2.261
C 1.758 1.597 -2.873
C 1.377 2.425 -4.103
P 0.372 1.416 -1.664
C -0.444 3.025 -1.276
C 0.597 4.079 -0.887
C -1.415 3.580 -2.315
C -0.713 0.246 -2.524
C -1.545 0.511 -3.608
C -2.159 -0.523 -4.316
C -3.042 -0.233 -5.489
C -1.900 -1.840 -3.932
C -1.072 -2.135 -2.864
C -0.501 -1.088 -2.148
N 0.277 -1.326 -0.992
C 0.937 -2.605 -0.868
C 0.288 -3.612 -0.140
C -1.032 -3.373 0.529
C 0.876 -4.870 -0.106
C 2.080 -5.138 -0.757
C 2.682 -6.506 -0.730
C 2.693 -4.106 -1.469
C 2.133 -2.843 -1.562
C 2.799 -1.786 -2.386
H 3.863 1.973 -3.011
H 3.371 1.403 -1.423
H 3.045 3.079 -1.920
H 1.871 0.558 -3.207
H 1.261 3.481 -3.870
H 0.467 2.068 -4.580
H 2.177 2.342 -4.838
H -1.021 2.795 -0.374
H 1.105 4.479 -1.762
H 1.355 3.705 -0.196
H 0.094 4.911 -0.396
H -0.927 3.786 -3.266
H -1.811 4.525 -1.945
H -2.261 2.916 -2.492
H -1.713 1.527 -3.941
H -3.265 0.828 -5.568
H -3.981 -0.779 -5.407
H -2.562 -0.551 -6.415
H -2.361 -2.649 -4.484
H -0.891 -3.162 -2.578
H -1.739 -2.865 -0.132
H -0.911 -2.755 1.420
H -1.479 -4.315 0.837
H 0.372 -5.670 0.423
H 2.314 -7.087 0.112
H 3.768 -6.458 -0.675
H 2.423 -7.041 -1.645
H 3.626 -4.303 -1.981
H 3.803 -2.098 -2.665
H 2.893 -0.833 -1.852
H 2.242 -1.599 -3.308
C 1.205 -2.936 3.172
Se 2.010 -1.345 2.388
C 1.735 -0.090 3.865
C 2.359 1.257 3.557
Se 2.137 1.918 1.698
C 4.044 1.941 1.239
H 0.193 -2.723 3.503
H 1.843 -3.220 4.005
H 1.218 -3.701 2.400
H 2.213 -0.526 4.743
H 0.664 -0.016 4.059
H 3.437 1.244 3.712
H 1.932 2.033 4.192
H 4.521 2.543 2.009
H 4.143 2.433 0.277
H 4.443 0.930 1.217
C -2.929 0.498 0.136
As -1.494 0.507 1.428
C -2.134 -0.720 2.783
C -1.577 2.309 2.248
C -2.345 2.284 3.534
C -1.683 2.077 4.741
C -2.393 2.001 5.928
C -3.777 2.126 5.916
C -4.442 2.342 4.719
C -3.730 2.422 3.530
H -3.839 0.732 0.692
H -3.019 -0.484 -0.325
H -2.763 1.251 -0.633
H -2.964 -0.226 3.292
H -1.365 -0.954 3.516
H -2.487 -1.628 2.299
H -2.080 2.924 1.498
H -0.566 2.701 2.370
H -0.600 2.005 4.765
H -1.872 1.860 6.865
H -4.332 2.076 6.841
H -5.516 2.463 4.709
H -4.256 2.619 2.604
```

Summary:
LUMO (spin up / spin down) = -10.392 / -9.617 eV
total charge = +3
2S+1 = 3
ΔE to the lowest compared entry with this formula, charge and spin = 56.2 kJ/mol
⟨S²⟩ = 2.183

(3)
The following is a quantum chemistry calculation of a cluster of 2 separate species, C4H6INO in total in a non-equilibrium geometry, from OMol25.

```
13
Properties=species:S:1:pos:R:3
C 1.789 0.796 1.466
C 0.456 0.981 1.633
C -1.275 0.179 -1.695
C -0.578 -1.893 -0.629
N -1.041 1.155 -2.400
O -0.939 -0.959 -1.508
I -0.676 -0.507 2.485
H 2.093 -0.117 1.908
H 2.455 1.418 0.792
H -1.076 -2.820 -0.856
H -0.088 1.789 1.301
H 0.448 -1.989 -0.426
H -1.567 1.966 -2.070
```

Summary:
LUMO (spin up / spin down) = 0.218 / -0.016 eV
ΔE to the lowest compared entry with this formula, charge and spin = 661.5 kJ/mol

(4)
The following is a quantum chemistry calculation of a cluster of 2 separate species, C2H4FNO in total in a non-equilibrium geometry, from OMol25.

```
9
Properties=species:S:1:pos:R:3
C 0.900 0.551 -0.057
N -0.445 0.525 0.427
C -1.495 1.066 0.147
O -2.589 1.493 0.110
H 0.759 -0.045 -1.124
H 1.434 1.472 -0.239
H 1.472 -0.029 0.643
F -0.378 -2.766 -0.125
H 0.343 -2.268 0.217
```

Summary:
LUMO = 0.421 eV
SMILES = CN=C=O.F
ΔE to the lowest compared entry with this formula, charge and spin = 99.2 kJ/mol

(5)
The following is a quantum chemistry calculation of the molecule C4H9NO2 in a non-equilibrium geometry, from OMol25.

```
16
Properties=species:S:1:pos:R:3
C -0.089 2.551 -0.636
C -0.036 1.381 0.313
O 0.171 1.548 1.497
N -0.382 0.164 -0.216
C -0.600 -0.987 0.613
C 0.308 -2.187 0.257
O 1.050 -2.018 -0.961
H 0.483 3.351 -0.187
H 0.323 2.369 -1.620
H -1.124 2.841 -0.762
H -0.838 0.246 -1.111
H -0.449 -0.698 1.650
H -1.644 -1.321 0.554
H -0.149 -3.172 0.222
H 1.038 -2.264 1.058
H 1.938 -1.803 -0.672
```

Summary:
LUMO = 0.784 eV
SMILES = CC(=O)NCCO
ΔE to the lowest compared entry with this formula, charge and spin = 111.7 kJ/mol

(6)
The following is a quantum chemistry calculation of a structure of composition C12H31AgN2O6 in a non-equilibrium geometry, from OMol25.

```
52
Properties=species:S:1:pos:R:3
Ag 0.185 5.968 -10.127
C 2.987 4.736 -10.714
O 2.240 5.232 -9.683
H 4.004 4.477 -10.362
H 2.541 3.827 -11.164
H 3.161 5.479 -11.515
C 0.903 7.719 -12.552
O 0.249 6.546 -12.235
H 0.217 8.452 -13.036
H 1.314 8.251 -11.675
H 1.736 7.550 -13.262
C 1.578 10.105 -8.638
C 1.611 8.660 -8.122
O 0.806 7.860 -8.696
O 2.423 8.400 -7.225
H 1.158 10.143 -9.643
H 2.565 10.567 -8.589
H 0.965 10.732 -7.979
C -2.095 8.605 -10.459
C -2.621 7.449 -9.614
C -4.127 7.508 -9.483
O -4.570 6.355 -8.795
C -5.850 6.492 -8.241
N -2.184 6.202 -10.252
H -2.550 9.541 -10.118
H -2.308 8.445 -11.514
H -1.020 8.681 -10.287
H -2.180 7.505 -8.616
H -4.585 7.534 -10.486
H -4.420 8.423 -8.951
H -6.120 5.553 -7.752
H -6.616 6.683 -9.002
H -5.859 7.257 -7.454
H -2.688 5.430 -9.812
H -2.604 6.154 -11.184
C -1.021 2.842 -7.064
C -0.304 3.509 -8.237
C -0.791 2.992 -9.588
O -0.021 3.591 -10.592
C -0.083 2.970 -11.847
N -0.361 4.999 -8.135
H -0.790 3.345 -6.126
H -0.733 1.793 -6.935
H -2.108 2.827 -7.218
H 0.760 3.288 -8.120
H -1.861 3.266 -9.665
H -0.698 1.901 -9.645
H -1.053 3.150 -12.326
H 0.145 1.898 -11.774
H 0.682 3.420 -12.478
H 0.351 5.321 -7.479
H -1.207 5.282 -7.639
```

Summary:
LUMO (spin up / spin down) = 2.450 / 2.448 eV
total charge = -1
2S+1 = 2
ΔE to the lowest compared entry with this formula, charge and spin = 0.0 kJ/mol
⟨S²⟩ = 0.759

(7)
The following is a quantum chemistry calculation of a cluster of 2 separate species, C4H3I in total in a non-equilibrium geometry, from OMol25.

```
8
Properties=species:S:1:pos:R:3
C 0.260 -0.477 -0.188
C -3.076 1.270 -0.495
C -0.722 0.508 0.017
C 1.114 -1.311 -0.377
I -4.422 -0.135 0.019
H -1.173 0.517 0.989
H -0.514 1.454 -0.451
H 1.926 -1.970 -0.451
```

Summary:
LUMO (spin up / spin down) = -0.975 / -1.645 eV
2S+1 = 3
ΔE to the lowest compared entry with this formula, charge and spin = 320.5 kJ/mol
⟨S²⟩ = 2.032

(8)
The following is a quantum chemistry calculation of a cluster of 2 separate species, C7H3FNO4 in total in a non-equilibrium geometry, from OMol25.

```
16
Properties=species:S:1:pos:R:3
C 2.482 0.866 -0.687
C 2.782 -0.345 -0.139
C 1.139 1.113 -0.304
C 0.740 0.062 0.468
C -1.629 -1.274 -0.314
C -2.912 0.464 0.025
C -1.158 -0.575 0.976
N -2.647 -0.540 -0.776
O -1.159 -2.306 -0.752
O -3.765 1.305 0.019
O 1.731 -0.832 0.549
O -1.965 0.452 1.189
F 0.457 2.227 -0.622
H 3.103 1.489 -1.298
H 3.671 -0.946 -0.174
H -0.868 -1.159 1.841
```

Summary:
LUMO = 3.491 eV
total charge = -1

(9)
The following is a quantum chemistry calculation of a cluster of 2 separate species, C4H11NO2 in total in a non-equilibrium geometry, from OMol25.

```
18
Properties=species:S:1:pos:R:3
C 0.089 -0.710 -1.646
C 0.912 0.513 -1.855
N 0.281 1.675 -1.478
O 2.019 0.497 -2.344
H 0.644 -1.599 -1.344
H -0.448 -1.026 -2.548
H -0.707 -0.604 -0.900
H 0.482 2.523 -1.981
H -0.650 1.607 -1.102
C -0.399 0.365 1.767
C -0.543 -1.019 2.365
O -1.901 -1.343 2.642
H 0.620 0.584 1.448
H -0.775 1.102 2.481
H -1.108 0.457 0.941
H -0.083 -1.776 1.722
H 0.000 -1.095 3.305
H -2.269 -1.846 1.916
```

Summary:
LUMO = 0.635 eV
SMILES = CC(N)=O.CCO
ΔE to the lowest compared entry with this formula, charge and spin = 70.6 kJ/mol

(10)
The following is a quantum chemistry calculation of a structure of composition C4H5N2O2S in a non-equilibrium geometry, from OMol25.

```
14
Properties=species:S:1:pos:R:3
C -0.238 -0.975 -0.333
C 1.751 -0.958 -0.609
C 0.297 1.344 -0.364
C -1.901 0.951 -0.036
N -0.632 0.331 -0.259
N 2.413 -1.688 0.525
O -1.024 -1.894 -0.290
O 0.021 2.530 -0.323
S 1.948 0.765 -0.377
H -2.398 0.622 0.895
H -1.838 2.082 0.007
H -2.640 0.576 -0.720
H 2.389 -1.111 1.307
H 1.852 -2.574 0.576
```

Summary:
LUMO = 3.731 eV
total charge = -1
ΔE to the lowest compared entry with this formula, charge and spin = 322.2 kJ/mol

(11)
The following is a quantum chemistry calculation of a structure of composition CH13O9V in a non-equilibrium geometry, from OMol25.

```
24
Properties=species:S:1:pos:R:3
V 0.099 -0.078 0.114
C -2.199 -0.575 -1.056
O -1.267 -1.365 -1.295
O -3.349 -0.605 -1.659
O -1.969 0.284 -0.257
H -3.527 -1.371 -2.129
O 0.258 1.193 -1.803
H -0.630 1.407 -2.085
H 0.868 1.864 -2.112
O -0.732 0.036 2.191
H -0.262 -0.278 2.994
H -1.682 -0.079 2.326
O 1.921 0.450 1.313
H 2.473 1.239 1.264
H 2.532 -0.255 1.468
O 0.319 2.596 0.665
H -0.376 2.865 1.270
H 0.200 3.152 -0.052
O 0.339 -2.131 0.800
H 1.071 -2.747 0.760
H -0.370 -2.454 1.405
O 1.900 -0.928 -1.082
H 1.815 -1.783 -1.531
H 2.570 -0.443 -1.514
```

Summary:
LUMO (spin up / spin down) = -3.246 / -3.252 eV
total charge = +1
2S+1 = 4
ΔE to the lowest compared entry with this formula, charge and spin = 0.0 kJ/mol
⟨S²⟩ = 3.752

(12)
The following is a quantum chemistry calculation of the ion C3H9N2O with charge +1 in a non-equilibrium geometry, from OMol25.

```
15
Properties=species:S:1:pos:R:3
N -1.862 0.955 -0.082
C -0.695 0.467 0.491
C -0.591 -1.040 0.417
N 0.787 -1.086 -0.113
C 0.832 0.473 -0.374
O 1.834 1.015 0.329
H -1.661 1.933 -0.035
H -2.275 0.687 -0.866
H -0.344 0.874 1.417
H -0.565 -1.634 1.355
H -1.235 -1.486 -0.287
H 1.423 -1.536 0.453
H 0.876 -1.437 -1.078
H 0.954 0.555 -1.413
H 2.520 1.262 -0.215
```

Summary:
LUMO = -3.453 eV
total charge = +1
SMILES = N[C@H]1C[NH2+][C@@H]1O
ΔE to the lowest compared entry with this formula, charge and spin = 307.2 kJ/mol

Computed values of DFT total energy (unit: Ha) for the preceding records, in sequence: -4638.72220 -8866.98385 -583.46758 -308.44513 -363.04297 -1183.65171 -451.60024 -724.13944 -364.24130 -813.56076 -1666.92940 -304.13337.